# 1
The following is a quantum chemistry calculation of an isolated molecule of C5H10N2O in a non-equilibrium geometry, from OMol25.

Element x y z (Å)
1 C -0.89392 -1.30540 0.54254
2 C 0.11501 -0.41881 -0.07719
3 C 0.60529 -1.06109 -1.38068
4 C 1.14234 -0.24424 1.07035
5 C -0.43963 2.13083 -0.16646
6 N -2.09191 -0.92082 0.56357
7 N -0.68226 0.70895 -0.46196
8 O -2.16192 0.31208 -0.02317
9 H -0.82479 -2.33489 0.98428
10 H 0.33182 -0.32891 -2.22080
11 H 0.12157 -2.03701 -1.35631
12 H 1.75777 -1.20352 -1.40466
13 H 2.10535 0.30268 0.73077
14 H 1.43825 -1.31863 1.36917
15 H 0.82733 0.24424 1.90776
16 H 0.26322 2.25454 0.64682
17 H -0.25588 2.73681 -1.06476
18 H -1.35764 2.48318 0.34072

Cartesian forces (eV/Å) of the 2 atoms listed first:
C -1.577 -2.617 1.064
C 0.643 0.462 1.005

As for the structure (SMILES): CN1ON=CC1(C)C. For the energy relative to the best compared isomer or geometry (same formula, charge and spin), the calculation gives 116.6 kcal/mol. The calculation puts the LUMO energy at 0.85 eV. The value obtained for the frontier orbital gap is 9.33 eV. The value obtained for the energy is -10370.250 eV.

Mulliken atomic charge list, values in e, 6 entries: -0.706, 1.729, -1.221, -1.738, -0.914, -0.280


# 2
The following is a quantum chemistry calculation of a cluster of 2 separate species, C2H4ClNO in total in a non-equilibrium geometry, from OMol25.

Element x y z (Å)
1 C -2.57214 -0.33559 -1.21008
2 C 1.24202 -0.41379 0.55569
3 N 0.58507 0.86846 0.62400
4 O -3.66403 -0.21472 -1.53052
5 Cl 0.41695 1.61103 -0.95608
6 H -0.40624 0.63153 0.92184
7 H 2.07367 -0.27825 1.35403
8 H 0.63381 -1.30892 0.64353
9 H 1.69088 -0.55975 -0.40241

Cartesian forces (eV/Å) of the 2 atoms listed first:
C -2.296 0.213 -0.587
C 2.398 0.154 1.200

For the energy relative to the best compared isomer or geometry (same formula, charge and spin), the calculation gives 49.9 kcal/mol. The calculation puts the LUMO energy at 0.80 eV. The value obtained for the frontier orbital gap is 10.26 eV. The value obtained for the energy is -18196.924 eV.

Mulliken atomic charge list, values in e, 6 entries: 0.180, -0.641, -0.332, -0.187, -0.116, 0.300


# 3
The following is a quantum chemistry calculation of a structure of composition C4H10N2O2 in a non-equilibrium geometry, from OMol25.

Element x y z (Å)
1 C -1.76707 1.67394 -0.16767
2 N -0.79148 0.80526 -0.93750
3 C -0.36188 -0.39954 -0.17068
4 C 0.53725 -1.32501 -1.14840
5 O 1.45931 -2.23973 -0.51003
6 C 0.62936 0.23323 0.94861
7 N 0.38746 -0.66724 2.13769
8 O 1.30366 1.15693 0.38841
9 H -1.34315 1.87490 0.77647
10 H -2.00620 2.59854 -0.68342
11 H -2.70237 1.11740 -0.09027
12 H 0.03378 1.45718 -0.73007
13 H -1.12334 -0.95002 0.35700
14 H 1.16301 -0.55586 -1.64224
15 H -0.02880 -1.92843 -2.00083
16 H 2.27992 -1.84901 -0.74414
17 H 0.93217 -0.44344 2.97612
18 H 1.39838 -0.55909 1.24094

Cartesian forces (eV/Å) of the 2 atoms listed first:
C -0.615 -2.126 -1.491
N 0.427 1.395 0.806

For the energy relative to the best compared isomer or geometry (same formula, charge and spin), the calculation gives 170.0 kcal/mol. The calculation puts the LUMO energy at -0.52 eV. The value obtained for the frontier orbital gap is 8.56 eV. The value obtained for the energy is -11379.532 eV.

Mulliken atomic charge list, values in e, 6 entries: -0.802, -0.645, 0.355, -0.781, -0.516, 0.402


# 4
The following is a quantum chemistry calculation of a cluster of 2 separate species, CH2INO in total in a non-equilibrium geometry, from OMol25.

Element x y z (Å)
1 C -0.58985 0.79535 0.07828
2 N 1.20478 -0.41306 0.10424
3 O -0.37536 1.91493 -0.10038
4 I -2.25844 -0.41233 0.35532
5 H 1.24327 -0.51868 -0.87324
6 H 0.77560 -1.36620 0.43579

Cartesian forces (eV/Å) of the 2 atoms listed first:
C 1.738 3.710 -0.579
N 0.101 -2.843 2.629

For the energy relative to the best compared isomer or geometry (same formula, charge and spin), the calculation gives 17.8 kcal/mol. The calculation puts the LUMO energy (alpha / beta) at 0.74 / -2.41 eV. The value obtained for the frontier orbital gap (alpha / beta) is 7.91 / 7.73 eV. As for the spin multiplicity: 3. The value obtained for the energy is -12703.117 eV.

Want to see where the charge sits? The Mulliken charges in e are: 0.223, -0.513, -0.269, 0.030, 0.271, 0.258


# 5
The following is a quantum chemistry calculation of an isolated molecule of C5H7NO in a non-equilibrium geometry, from OMol25.

Element x y z (Å)
1 C -0.97325 -1.12351 0.38872
2 C -0.58632 0.33348 0.10338
3 C 0.80225 0.43538 -0.54075
4 C 1.90563 0.12446 0.44236
5 O 1.76437 0.16517 1.64095
6 C -1.59101 0.97127 -0.75997
7 N -2.38036 1.46229 -1.44861
8 H -1.96630 -1.18390 0.84140
9 H -0.25055 -1.56440 1.08093
10 H -0.98235 -1.70778 -0.53762
11 H -0.56186 0.88590 1.04974
12 H 0.88575 -0.23410 -1.40605
13 H 0.99362 1.45669 -0.90348
14 H 2.89054 -0.13432 0.00504

Cartesian forces (eV/Å) of the 2 atoms listed first:
C -0.014 -0.088 0.032
C -0.003 0.015 0.050

As for the structure (SMILES): C[C@H](C#N)CC=O. For the energy relative to the best compared isomer or geometry (same formula, charge and spin), the calculation gives 16.3 kcal/mol. The calculation puts the LUMO energy at 0.72 eV. The value obtained for the frontier orbital gap is 11.21 eV. The value obtained for the energy is -8835.495 eV.

Mulliken atomic charge list, values in e, 6 entries: -1.331, 0.597, -0.755, -0.009, -0.474, 0.006


# 6
The following is a quantum chemistry calculation of a cluster of 5 separate species, C20H30O15 in total in a non-equilibrium geometry, from OMol25.

Element x y z (Å)
1 C -11.27845 7.02674 -5.38968
2 C -10.92349 5.86403 -6.17777
3 C -10.66633 5.94542 -7.74072
4 O -9.39409 5.31766 -7.87461
5 C -8.84572 5.00884 -6.71540
6 O -7.70635 4.57694 -6.56981
7 O -9.64484 5.41566 -5.71385
8 H -11.09813 7.94485 -5.94883
9 H -10.71244 7.07485 -4.45940
10 H -12.35261 7.07166 -5.21007
11 H -11.61035 5.17714 -5.68330
12 H -10.72803 6.92803 -8.20845
13 H -11.44370 5.33145 -8.19552
14 C -8.58369 10.50364 -5.55702
15 C -9.65609 10.98708 -4.64612
16 C -9.09155 11.30738 -3.20327
17 O -9.65183 12.51296 -2.91155
18 C -10.49099 12.93348 -3.93112
19 O -11.27144 13.81801 -3.88489
20 O -10.19939 12.23382 -5.06272
21 H -8.83521 10.38935 -6.61143
22 H -8.28423 9.52744 -5.17563
23 H -7.70255 11.12921 -5.41440
24 H -10.43409 10.22695 -4.57523
25 H -8.00658 11.33183 -3.30493
26 H -9.45305 10.53252 -2.52724
27 C -10.71570 11.02116 -12.63946
28 C -10.85917 10.92446 -11.09829
29 C -9.98629 10.01293 -10.19021
30 O -9.12421 11.02193 -9.64486
31 C -9.63689 12.25724 -9.76008
32 O -9.10574 13.28139 -9.48667
33 O -10.55480 12.18036 -10.62517
34 H -10.68197 11.94138 -13.22270
35 H -11.71098 10.85465 -13.05152
36 H -9.97869 10.35489 -13.08778
37 H -11.86441 10.53237 -10.94384
38 H -9.38058 9.35219 -10.81040
39 H -10.57784 9.45084 -9.46756
40 C -8.57911 3.16591 -12.77570
41 C -8.05114 4.33943 -11.87849
42 C -7.74332 5.57227 -12.64354
43 O -8.65830 6.54925 -12.20108
44 C -9.35911 6.10518 -11.21515
45 O -10.20095 6.76187 -10.59078
46 O -9.11892 4.80125 -11.04693
47 H -9.15015 2.52711 -12.10195
48 H -7.91790 2.53599 -13.37077
49 H -9.28981 3.58058 -13.49058
50 H -7.15474 3.99488 -11.36288
51 H -7.72627 5.55518 -13.73328
52 H -6.69466 5.85080 -12.53947
53 C -3.49068 4.24926 -9.42127
54 C -4.01773 5.45849 -8.66753
55 C -4.48561 5.14289 -7.29901
56 O -3.57454 5.43720 -6.38229
57 C -2.53658 6.11998 -7.10408
58 O -1.51489 6.62987 -6.55031
59 O -2.91025 6.25900 -8.35302
60 H -4.34162 3.69001 -9.81017
61 H -2.96975 3.58083 -8.73575
62 H -2.85359 4.47222 -10.27713
63 H -4.78721 6.08311 -9.12124
64 H -4.79821 4.09927 -7.33431
65 H -5.27021 5.88480 -7.15046

Cartesian forces (eV/Å) of the 2 atoms listed first:
C -0.592 3.293 -0.054
C 0.999 -1.183 0.077

As for the structure (SMILES): C[C@H]1COC(=O)O1.C[C@H]1COC(=O)O1.C[C@H]1COC(=O)O1.C[C@H]1COC(=O)O1.C[C@H]1COC(=O)O1. For the energy relative to the best compared isomer or geometry (same formula, charge and spin), the calculation gives 105.6 kcal/mol. The calculation puts the LUMO energy at -0.08 eV. The value obtained for the frontier orbital gap is 10.61 eV. The value obtained for the energy is -51936.168 eV.

Mulliken atomic charge list, values in e, 6 entries: -1.292, 0.623, 0.024, -0.155, 0.519, -0.602